Entry 1:
A structure of composition C25H20F5OP2ReS2Se4Te in a non-equilibrium geometry, computed with ωB97M-V/def2-TZVPD.

Geometry as XYZ:
```
61
Properties=species:S:1:pos:R:3:lowdin_spin:R:1
Re -0.396 0.100 -0.220 2.116
S -0.024 -0.273 2.105 0.086
P 1.649 -0.869 1.184 0.044
C 1.905 -0.154 -0.386 0.030
P 2.146 1.567 -0.231 0.015
S 0.336 2.484 -0.082 -0.014
C 2.860 2.075 -1.812 0.006
C 2.901 3.423 -2.140 0.002
C 3.415 3.807 -3.362 0.000
C 3.886 2.850 -4.249 0.001
C 3.839 1.506 -3.919 0.000
C 3.320 1.114 -2.700 0.004
C 3.226 2.333 1.008 0.004
C 4.600 2.316 0.812 0.001
C 5.428 2.881 1.762 0.000
C 4.887 3.453 2.903 0.000
C 3.517 3.450 3.105 0.000
C 2.682 2.883 2.161 0.001
C 3.073 -0.599 2.269 0.017
C 4.321 -0.860 1.719 0.002
C 5.458 -0.602 2.456 0.001
C 5.345 -0.078 3.736 0.001
C 4.100 0.196 4.275 0.000
C 2.957 -0.060 3.539 0.002
C 1.699 -2.672 0.957 0.000
C 1.201 -3.274 -0.202 0.001
C 1.257 -4.656 -0.334 0.000
C 1.773 -5.427 0.687 0.001
C 2.255 -4.834 1.843 0.000
C 2.209 -3.463 1.982 0.001
H 2.514 4.152 -1.440 0.000
H 3.448 4.854 -3.629 0.000
H 4.283 3.158 -5.206 0.000
H 4.208 0.764 -4.612 0.000
H 3.254 0.070 -2.427 0.001
H 5.004 1.872 -0.089 0.000
H 6.497 2.876 1.612 0.000
H 5.538 3.901 3.641 0.000
H 3.094 3.888 3.998 0.000
H 1.608 2.885 2.303 0.001
H 4.382 -1.264 0.716 0.000
H 6.433 -0.807 2.035 0.000
H 6.236 0.115 4.316 0.000
H 4.015 0.610 5.270 0.000
H 1.978 0.151 3.953 0.001
H 0.083 -3.003 -1.760 0.000
H 0.838 -5.112 -1.219 0.000
H 1.782 -6.503 0.590 0.000
H 2.633 -5.445 2.648 0.000
H 2.555 -2.993 2.895 0.000
Se -0.217 0.228 -2.616 0.184
Se -2.006 1.467 -3.424 0.063
Se -3.742 0.529 -2.129 0.112
Se -2.779 0.483 -0.046 0.278
F -1.440 -4.038 -0.558 -0.004
Te -1.580 -2.253 0.339 -0.004
F -0.931 -3.525 1.774 -0.005
F -2.653 -1.723 1.981 0.000
F -1.887 -1.922 -1.791 0.032
F -3.418 -2.693 -0.046 0.004
O 0.666 -2.484 -1.169 0.016
```

Output
- orbital gap (alpha / beta) (eV) = 6.15 / 5.56
- charge = -1
- E_HOMO (alpha / beta) (eV) = -4.41 / -4.68
- <S²> = 3.787
- electronic energy (hartree) = -12970.48564
- spin multiplicity = 4

Entry 2:
An isolated molecule of C17H17N3O4 in a non-equilibrium geometry, computed with ωB97M-V/def2-TZVPD.

Geometry as XYZ:
```
41
Properties=species:S:1:pos:R:3:nbo_charge:R:1
C 7.110 2.213 0.421 -0.258
O 5.835 1.600 0.521 -0.510
C 5.597 0.605 -0.352 0.781
O 6.409 0.241 -1.167 -0.599
C 4.247 0.024 -0.197 -0.206
C 3.355 0.464 0.775 -0.126
C 2.098 -0.098 0.885 -0.335
C 1.713 -1.112 0.013 0.419
O 0.503 -1.729 0.027 -0.540
C -0.487 -1.291 0.939 -0.110
C -1.787 -2.000 0.532 0.081
O -1.615 -3.386 0.468 -0.703
C -2.275 -1.439 -0.827 -0.249
N -2.770 -0.105 -0.687 -0.206
N -1.948 0.955 -0.719 -0.027
N -2.585 2.027 -0.491 -0.217
C -3.897 1.724 -0.282 0.022
C -5.006 2.521 0.003 -0.170
C -6.211 1.882 0.164 -0.233
C -6.334 0.488 0.049 -0.190
C -5.256 -0.319 -0.233 -0.264
C -4.032 0.318 -0.399 0.157
C 2.609 -1.562 -0.961 -0.294
C 3.860 -1.000 -1.063 -0.128
H 7.136 2.987 1.184 0.194
H 7.900 1.478 0.593 0.193
H 7.247 2.646 -0.572 0.194
H 3.651 1.253 1.448 0.232
H 1.428 0.260 1.650 0.224
H -0.210 -1.570 1.963 0.190
H -0.624 -0.205 0.873 0.209
H -2.556 -1.819 1.292 0.188
H -0.794 -3.556 -0.012 0.479
H -3.069 -2.082 -1.213 0.224
H -1.437 -1.426 -1.529 0.234
H -4.904 3.591 0.089 0.228
H -7.095 2.460 0.386 0.218
H -7.307 0.041 0.188 0.218
H -5.354 -1.390 -0.319 0.222
H 2.296 -2.351 -1.626 0.222
H 4.560 -1.337 -1.812 0.238
```

Output
- orbital gap (eV) = 9.43
- structure (SMILES) = COC(=O)c1ccc(OC[C@H](O)Cn2nnc3ccccc32)cc1
- E_HOMO (eV) = -8.94
- electronic energy (hartree) = -1123.22688
- relative energy (zero: lowest compared OMol25 entry of this formula, charge and spin) (kcal/mol) = 1.11
- spin multiplicity = 1

Entry 3:
A structure of composition C12H19N4O5S3V in a non-equilibrium geometry, computed with ωB97M-V/def2-TZVPD.

Geometry as XYZ:
```
44
Properties=species:S:1:pos:R:3:nbo_charge:R:1
V 0.471 0.086 -0.285 1.250
C -2.034 3.124 -2.270 -0.710
C -1.480 1.880 -1.708 0.343
N -0.243 1.560 -1.661 -0.251
N 0.589 2.300 -2.425 -0.367
C 1.819 1.861 -2.490 0.331
N 2.766 2.455 -3.219 -0.746
S 2.208 0.314 -1.749 0.026
C -2.306 0.967 -0.894 0.186
C -3.661 0.952 -0.841 -0.204
C -4.326 -0.012 -0.066 -0.025
C -3.533 -1.081 0.425 -0.230
C -2.199 -1.042 0.283 0.084
N -1.549 -0.009 -0.326 -0.488
H -3.041 3.057 -2.624 0.253
H -1.308 3.569 -2.932 0.288
H -1.992 3.899 -1.417 0.299
H 2.772 3.452 -3.494 0.443
H 3.729 2.175 -3.023 0.418
H -4.255 1.725 -1.294 0.261
H -5.328 0.044 0.162 0.249
H -4.002 -1.915 0.923 0.263
H -1.629 -1.853 0.609 0.222
C 1.951 -4.545 -0.378 -0.638
C 1.926 -3.911 0.978 -0.578
S 2.279 -2.147 0.974 1.258
O 0.952 -1.671 0.238 -0.864
C 2.095 -1.561 2.645 -0.597
C 0.754 -1.798 3.340 -0.631
H 1.298 -5.472 -0.312 0.266
H 2.996 -4.796 -0.573 0.245
H 1.537 -3.896 -1.216 0.237
H 2.520 -4.397 1.759 0.274
H 0.932 -3.970 1.457 0.244
H 2.164 -0.533 2.660 0.270
H 2.903 -2.047 3.142 0.271
H 0.350 -0.833 3.578 0.236
H 0.810 -2.269 4.339 0.265
H 0.062 -2.291 2.680 0.208
O 0.890 0.980 0.910 -0.368
S 0.565 4.435 1.033 2.461
O 0.716 4.847 2.376 -0.769
O 1.599 4.122 0.116 -0.818
O -0.769 4.247 0.572 -0.867
```

Output
- orbital gap (eV) = 6.25
- charge = +2
- E_HOMO (eV) = -14.82
- electronic energy (hartree) = -3201.87258
- spin multiplicity = 1

Entry 4:
The ion C7H16BN2O3 with charge -1 in a non-equilibrium geometry, computed with ωB97M-V/def2-TZVPD.

Geometry as XYZ:
```
29
Properties=species:S:1:pos:R:3:nbo_charge:R:1
C 3.510 -0.681 0.479 -0.601
C 2.236 -1.363 -0.059 -0.396
C 0.974 -0.588 0.306 -0.428
C -0.141 -0.788 -0.711 -0.188
N -1.372 -0.049 -0.512 -0.766
B -2.288 -0.615 0.471 1.241
N -3.430 -1.447 -0.006 -1.143
O -2.209 -0.436 1.843 -0.924
C -1.262 1.421 -0.541 -0.150
C -0.850 2.126 0.777 -0.638
C -0.347 1.893 -1.703 0.752
O 0.902 1.877 -1.505 -0.806
O -0.949 2.237 -2.736 -0.758
H 4.061 -1.342 1.143 0.185
H 4.196 -0.417 -0.313 0.205
H 3.264 0.210 1.038 0.208
H 2.329 -1.410 -1.136 0.202
H 2.189 -2.374 0.335 0.179
H 1.248 0.460 0.305 0.252
H 0.679 -0.866 1.318 0.155
H 0.283 -0.631 -1.697 0.213
H -0.402 -1.856 -0.689 0.160
H -3.734 -1.001 -0.864 0.376
H -3.074 -2.359 -0.266 0.376
H -1.370 -0.731 2.202 0.492
H -2.241 1.804 -0.802 0.192
H -0.058 2.837 0.577 0.228
H -1.693 2.641 1.226 0.190
H -0.453 1.447 1.518 0.192
```

Output
- orbital gap (eV) = 7.20
- structure (SMILES) = CCCCN(B(N)O)[C@@H](C)C(=O)[O-]
- charge = -1
- E_HOMO (eV) = -4.21
- electronic energy (hartree) = -636.53933
- spin multiplicity = 1

Repeat the second record exactly.
An isolated molecule of C17H17N3O4 in a non-equilibrium geometry, computed with ωB97M-V/def2-TZVPD.

Geometry as XYZ:
```
41
Properties=species:S:1:pos:R:3:nbo_charge:R:1
C 7.110 2.213 0.421 -0.258
O 5.835 1.600 0.521 -0.510
C 5.597 0.605 -0.352 0.781
O 6.409 0.241 -1.167 -0.599
C 4.247 0.024 -0.197 -0.206
C 3.355 0.464 0.775 -0.126
C 2.098 -0.098 0.885 -0.335
C 1.713 -1.112 0.013 0.419
O 0.503 -1.729 0.027 -0.540
C -0.487 -1.291 0.939 -0.110
C -1.787 -2.000 0.532 0.081
O -1.615 -3.386 0.468 -0.703
C -2.275 -1.439 -0.827 -0.249
N -2.770 -0.105 -0.687 -0.206
N -1.948 0.955 -0.719 -0.027
N -2.585 2.027 -0.491 -0.217
C -3.897 1.724 -0.282 0.022
C -5.006 2.521 0.003 -0.170
C -6.211 1.882 0.164 -0.233
C -6.334 0.488 0.049 -0.190
C -5.256 -0.319 -0.233 -0.264
C -4.032 0.318 -0.399 0.157
C 2.609 -1.562 -0.961 -0.294
C 3.860 -1.000 -1.063 -0.128
H 7.136 2.987 1.184 0.194
H 7.900 1.478 0.593 0.193
H 7.247 2.646 -0.572 0.194
H 3.651 1.253 1.448 0.232
H 1.428 0.260 1.650 0.224
H -0.210 -1.570 1.963 0.190
H -0.624 -0.205 0.873 0.209
H -2.556 -1.819 1.292 0.188
H -0.794 -3.556 -0.012 0.479
H -3.069 -2.082 -1.213 0.224
H -1.437 -1.426 -1.529 0.234
H -4.904 3.591 0.089 0.228
H -7.095 2.460 0.386 0.218
H -7.307 0.041 0.188 0.218
H -5.354 -1.390 -0.319 0.222
H 2.296 -2.351 -1.626 0.222
H 4.560 -1.337 -1.812 0.238
```

Output
- orbital gap (eV) = 9.43
- structure (SMILES) = COC(=O)c1ccc(OC[C@H](O)Cn2nnc3ccccc32)cc1
- E_HOMO (eV) = -8.94
- electronic energy (hartree) = -1123.22688
- relative energy (zero: lowest compared OMol25 entry of this formula, charge and spin) (kcal/mol) = 1.11
- spin multiplicity = 1

- The lowest electronic energy belongs to which entry?
  C25H20F5OP2ReS2Se4Te

- What is the formula in the second record?
  C17H17N3O4